No. 1
C43H32AgNO4P2S as an isolated structure. Source: the Open Molecules 2025 dataset; level of theory: ωB97M-V/def2-TZVPD.

Each line ends with the Löwdin charge.
Cartesian coordinates (Å):
Ag -0.11579 0.16755 0.97985  0.566
O 0.23429 0.15397 -1.95783  -0.057
C 0.73057 -1.11496 -2.11757  -0.288
C 1.80386 -1.40222 -2.94404  -0.010
C 2.29789 -2.69550 -2.99372  -0.070
C 1.72759 -3.69087 -2.21836  -0.078
C 0.62960 -3.40057 -1.42204  -0.082
C 0.08673 -2.11967 -1.38067  -0.291
P -1.24761 -1.60134 -0.25281  1.043
C -2.05131 -3.12161 0.32294  -0.355
C -2.52331 -3.11526 1.63413  -0.097
C -3.25338 -4.18922 2.12587  -0.077
C -3.51025 -5.28036 1.31153  -0.079
C -3.04686 -5.29383 0.00176  -0.073
C -2.32736 -4.21918 -0.49332  -0.098
C -2.48114 -0.83693 -1.35060  -0.354
C -2.75324 -1.35248 -2.61703  -0.089
C -3.68802 -0.73064 -3.42848  -0.080
C -4.35321 0.40552 -2.98097  -0.070
C -4.09159 0.92227 -1.72041  -0.045
C -3.15580 0.29544 -0.90966  -0.073
C 1.06339 1.24049 -2.18722  -0.275
C 0.82954 1.97787 -3.33350  0.011
C 1.57476 3.11863 -3.57756  -0.058
C 2.54596 3.51604 -2.67321  -0.068
C 2.76413 2.77929 -1.51986  -0.064
C 2.02923 1.62538 -1.24852  -0.264
P 2.21548 0.70802 0.32291  1.066
C 3.05997 1.88781 1.41864  -0.366
C 2.28592 2.63712 2.29982  -0.086
C 2.89078 3.55656 3.14603  -0.069
C 4.26641 3.72603 3.12417  -0.080
C 5.04494 2.98025 2.24757  -0.078
C 4.44475 2.06567 1.39588  -0.094
C 3.48769 -0.54728 -0.02441  -0.371
C 3.59089 -1.62693 0.84935  -0.092
C 4.56011 -2.59955 0.65203  -0.077
C 5.42890 -2.50515 -0.42562  -0.081
C 5.32819 -1.43632 -1.30515  -0.079
C 4.36064 -0.46307 -1.10722  -0.102
H 2.26228 -0.60704 -3.51820  0.125
H 3.14710 -2.91752 -3.62698  0.110
H 2.13143 -4.69491 -2.23066  0.105
H 0.19763 -4.18556 -0.81612  0.098
H -2.32050 -2.26191 2.27138  0.086
H -3.61831 -4.17011 3.14474  0.105
H -4.07619 -6.12071 1.69320  0.105
H -3.25470 -6.14111 -0.63937  0.106
H -1.99510 -4.23158 -1.52358  0.101
H -2.22308 -2.22698 -2.97856  0.103
H -3.89581 -1.12710 -4.41464  0.102
H -5.07735 0.89209 -3.62258  0.105
H -4.59094 1.81351 -1.36305  0.089
H -2.94203 0.69991 0.07466  0.078
H 0.04673 1.64967 -4.00580  0.131
H 1.38563 3.70338 -4.46853  0.110
H 3.12147 4.41548 -2.85030  0.107
H 3.49753 3.12426 -0.80270  0.102
H 1.20705 2.53354 2.29447  0.075
H 2.27956 4.14304 3.82047  0.109
H 4.73416 4.44086 3.78952  0.104
H 6.11955 3.10967 2.22860  0.104
H 5.05550 1.47875 0.72128  0.102
H 2.90326 -1.71026 1.68434  0.101
H 4.63136 -3.43500 1.33701  0.105
H 6.18182 -3.26757 -0.58176  0.104
H 6.00292 -1.36010 -2.14878  0.107
H 4.28194 0.36854 -1.79754  0.106
O -4.99169 3.56268 0.20442  -0.319
S -4.02573 3.94027 1.20635  0.622
O -4.18316 5.23125 1.81506  -0.302
N -2.51051 3.71056 0.65629  -0.016
C -1.90231 2.73833 1.29232  -0.555
O -0.74851 2.30274 1.02717  -0.150
C -2.71954 2.10762 2.40005  -0.163
C -2.36596 1.09589 3.27521  -0.042
C -3.31083 0.66246 4.19774  -0.077
C -4.57820 1.23517 4.24234  -0.071
C -4.92838 2.26285 3.37220  -0.028
C -3.97459 2.67584 2.46599  -0.210
H -1.37223 0.66311 3.25820  0.085
H -3.05869 -0.12473 4.89782  0.102
H -5.29713 0.88006 4.96989  0.104
H -5.90877 2.71975 3.40570  0.123

E   -88203.5493 eV
Strongest force on any atom   0.3 eV/A
LUMO   0.140 eV



No. 2
C49H39Cl3IN7OPS2TeV as an isolated structure. Source: the Open Molecules 2025 dataset; level of theory: ωB97M-V/def2-TZVPD.

Each line ends with the Löwdin charge.
Cartesian coordinates (Å):
V 1.39338 0.25619 1.47722  -0.009
I -0.58932 -1.24115 2.72731  0.834
C -2.07049 -0.08227 3.92173  -0.484
C -1.54154 0.14600 5.16364  -0.193
C -2.32398 0.54671 6.26502  -0.091
C -3.66899 0.64469 6.12312  -0.062
C -4.27165 0.44054 4.85786  -0.172
C -5.67884 0.53550 4.75858  -0.049
C -6.30483 0.39212 3.56042  -0.078
C -5.52591 0.23164 2.40420  -0.103
C -4.15572 0.14380 2.44170  -0.319
P -3.28511 0.29015 0.81547  1.095
C -4.27819 1.70900 0.17841  -0.370
C -5.32088 1.66123 -0.74190  -0.108
C -5.94980 2.82638 -1.16619  -0.095
C -5.54820 4.05813 -0.67333  -0.105
C -4.51112 4.11802 0.24982  -0.086
C -3.87813 2.95755 0.66200  -0.102
C -4.02300 -1.13703 -0.05301  -0.386
C -4.06566 -1.14190 -1.44708  -0.130
C -4.49310 -2.25970 -2.14058  -0.096
C -4.84806 -3.41559 -1.45712  -0.102
C -4.77673 -3.43547 -0.07317  -0.085
C -4.37407 -2.30373 0.62331  -0.085
C -3.47389 0.15213 3.70359  -0.182
H -0.48298 -0.03166 5.31918  0.064
H -1.85135 0.72297 7.22379  0.099
H -4.30590 0.88936 6.96556  0.103
H -6.24603 0.72978 5.66223  0.106
H -7.38311 0.45396 3.48203  0.099
H -6.02785 0.22425 1.44379  0.102
H -5.66921 0.70819 -1.12016  0.090
H -6.76128 2.76301 -1.88140  0.096
H -6.03474 4.96591 -1.00797  0.094
H -4.18102 5.07351 0.63867  0.101
H -3.05047 3.01806 1.36054  0.100
H -3.74284 -0.26643 -1.99803  0.105
H -4.52957 -2.23188 -3.21921  0.095
H -5.16637 -4.29664 -2.00105  0.095
H -5.03023 -4.33586 0.47221  0.100
H -4.32317 -2.33149 1.70463  0.104
S 0.58000 4.67979 2.05695  0.957
C -0.27015 4.31622 0.61323  -0.459
C -0.29965 2.97665 0.36048  -0.243
C 0.36363 2.15305 1.33070  -0.232
C 0.88369 2.97953 2.30188  -0.545
C 1.67350 2.47818 3.41302  -0.289
C 2.25948 3.28823 4.39403  -0.035
C 2.97045 2.70043 5.41853  -0.078
C 3.09372 1.31533 5.46414  -0.075
C 2.51732 0.58103 4.44504  -0.156
N 1.84491 1.13998 3.43889  -0.001
H -0.71557 5.11044 0.03187  0.051
H -0.80836 2.57636 -0.51033  0.085
H 2.14790 4.36283 4.33931  0.088
H 3.43156 3.31575 6.18198  0.100
H 3.63393 0.81511 6.25574  0.095
H 2.59205 -0.50092 4.39386  0.085
Te 2.12410 -2.51187 1.54630  -0.193
N 6.98939 -0.01010 3.48425  0.139
C 5.77844 -0.03518 2.84973  -0.514
N 4.94238 -1.02415 3.13305  0.165
N 5.53755 0.97572 2.03512  0.114
C 4.36005 1.02098 1.46279  -0.308
N 3.33616 1.11981 0.92795  0.132
H 7.37451 -0.88010 3.80638  0.093
H 7.63864 0.65558 3.10116  0.096
H 5.21960 -1.76495 3.75434  0.104
H 4.02416 -1.18794 2.66073  -0.100
Cl 8.28505 -0.96245 -2.19124  0.648
C 6.63370 -0.93132 -2.74888  -0.657
C 5.68009 -1.74379 -2.16539  -0.080
C 4.40466 -1.76211 -2.71264  0.003
C 4.07332 -0.98390 -3.81815  -0.174
C 2.71928 -1.13821 -4.46599  -0.281
C 1.69620 -0.01364 -4.19520  -0.060
N 1.05520 -0.07097 -2.88553  -0.061
C 0.14490 -1.05531 -2.53743  -0.058
C 0.08037 -1.06370 -1.18177  -0.162
N 0.93480 -0.11663 -0.67537  -0.030
C 1.52084 0.43784 -1.70912  -0.136
O 2.90507 -1.27599 -5.87538  -0.146
C 2.67027 -2.56632 -6.42946  -0.153
C 1.26957 -3.08463 -6.30507  -0.326
C 0.85670 -4.06741 -5.45560  -0.984
Cl 1.80528 -4.93083 -4.31728  0.681
S -0.81783 -4.40583 -5.59009  0.993
C -1.00330 -3.20126 -6.79473  -0.413
C 0.17363 -2.58728 -7.07550  -0.141
C 5.04341 -0.11310 -4.30780  -0.561
Cl 4.68360 1.00134 -5.60318  0.728
C 6.32572 -0.08470 -3.79739  -0.141
H 5.90075 -2.36912 -1.31106  0.113
H 3.66318 -2.40804 -2.24859  0.121
H 2.29536 -2.05376 -4.04954  0.120
H 0.90996 -0.11826 -4.94406  0.131
H 2.15877 0.96616 -4.30922  0.112
H -0.36836 -1.63492 -3.28636  0.113
H -0.50683 -1.68569 -0.52813  0.070
H 2.27293 1.20892 -1.65343  0.133
H 3.37070 -3.29288 -6.00431  0.118
H 2.90769 -2.44907 -7.48715  0.133
H -1.96968 -3.01654 -7.23468  0.065
H 0.28194 -1.79604 -7.80434  0.118
H 7.06966 0.57566 -4.21787  0.101

Spin multiplicity   4
Total charge   -1
E   -173535.0743 eV
Strongest force on any atom   0.8 eV/A
LUMO (spin up / spin down)   1.929 / 1.929 eV



No. 3
C33H31LaN9S3 as an isolated structure at a distorted geometry. Source: the Open Molecules 2025 dataset; level of theory: ωB97M-V/def2-TZVPD.

Each line ends with the Löwdin charge.
Cartesian coordinates (Å):
La 0.07899 0.91230 0.22312  1.603
C 0.82830 1.22700 4.03442  -0.101
N 0.19976 0.02893 3.46433  -0.227
C -1.15814 -0.14431 3.97245  -0.102
C 1.04007 -1.12957 3.43241  -0.212
C 0.89474 -2.16498 4.36808  -0.051
C 1.77200 -3.24493 4.35780  -0.130
C 2.94142 -3.17330 3.58089  -0.104
C 3.07030 -2.16413 2.61795  -0.045
C 2.06087 -1.19167 2.41822  -0.250
N 2.05079 -0.31922 1.34721  -0.118
C 2.79422 -0.52816 0.21127  -0.356
C 2.86636 -1.79192 -0.43355  -0.067
C 3.58434 -2.01121 -1.65075  -0.083
C 4.15792 -0.88709 -2.30689  -0.115
C 4.04630 0.35970 -1.75827  -0.033
C 3.35676 0.56505 -0.51090  -0.217
N 3.18974 1.86391 0.01473  -0.235
C 3.70153 2.20801 1.33624  -0.090
C 3.34388 3.01409 -0.92523  -0.104
H 1.02920 1.02331 5.10542  0.090
H 0.09211 2.05251 3.98131  0.036
H 1.78591 1.44764 3.57003  0.068
H -1.26128 -0.22998 5.07345  0.086
H -1.60804 -1.01523 3.48790  0.087
H -1.68813 0.75047 3.71825  0.041
H 0.07972 -2.12220 5.05303  0.086
H 1.66139 -4.08335 5.00926  0.074
H 3.73355 -3.88647 3.70516  0.084
H 3.96029 -2.08835 1.99706  0.105
H 2.40230 -2.69086 -0.05910  0.101
H 3.59229 -2.98952 -2.11419  0.089
H 4.71466 -1.04343 -3.21231  0.088
H 4.59212 1.24461 -2.21097  0.123
H 4.77845 2.41799 1.24460  0.079
H 3.68698 1.32513 2.01895  0.082
H 3.16834 3.11580 1.70742  0.091
H 4.35355 3.30924 -1.12949  0.067
H 2.79465 3.87637 -0.43697  0.097
H 2.79493 2.79826 -1.84056  0.035
N -3.02424 2.76151 2.39772  0.092
C -2.03125 2.32460 1.63386  -0.945
S -0.52369 3.21482 1.65909  0.503
N -2.25483 1.17231 0.99558  -0.197
N -2.16919 1.29657 -0.46959  -0.127
C -2.65283 0.21831 -1.09937  -0.242
C -3.33624 0.37525 -2.42310  -0.144
C -3.62878 -0.78122 -3.19730  -0.048
C -4.31647 -0.65442 -4.40195  -0.063
C -4.61208 0.63268 -4.87242  -0.097
C -4.28562 1.78482 -4.19906  -0.071
C -3.70644 1.65111 -2.93058  0.001
C -2.68001 -1.05662 -0.36353  -0.255
C -3.75816 -1.93955 -0.53521  -0.016
C -3.70039 -3.18832 0.09863  -0.018
C -2.49996 -3.51124 0.82367  -0.024
C -1.45351 -2.57360 0.84883  -0.106
N -1.51572 -1.34810 0.29869  0.021
H -2.99707 3.66165 2.86659  0.098
H -3.88567 2.20723 2.49587  0.123
H -3.22574 -1.73293 -2.82995  0.110
H -4.60171 -1.53808 -4.96611  0.102
H -5.10098 0.72086 -5.84374  0.102
H -4.55064 2.73752 -4.62992  0.103
H -3.49473 2.51561 -2.31695  0.105
H -4.59047 -1.63808 -1.11498  0.101
H -4.54237 -3.83277 0.02558  0.091
H -2.41898 -4.44152 1.32401  0.085
H -0.49399 -2.87988 1.27195  0.118
S 0.07863 -0.83115 -2.36171  0.552
C 0.25975 0.31379 -3.60617  -0.789
C 0.13415 -0.09584 -5.00131  -0.298
N -0.06856 -0.38264 -6.13744  0.107
C 0.37664 1.72031 -3.47364  -0.857
S 0.10097 2.78108 -2.23454  0.541
C 0.70038 2.47368 -4.66496  -0.349
N 0.98667 3.22179 -5.52828  0.116

Total charge   -1
E   -81502.2245 eV
Strongest force on any atom   3.9 eV/A
LUMO   1.285 eV



> Among the records above, which one has the highest strongest force on any atom?

C33H31LaN9S3